{"formula": "CH2F3NO3S", "method": "ωB97M-V/def2-TZVPD", "gap_ev": 11.0, "smiles": "O=S(=O)(NO)C(F)(F)F", "spin_multiplicity": 1, "e_homo_ev": -10.7, "largest_force_ev_per_a": 6.310, "e_above_lowest_kcal_mol": 44.4, "species": ["O", "S", "O", "N", "O", "C", "F", "F", "F", "H", "H"], "positions_angstrom": [[-1.795, 0.842, -1.573], [-1.453, 0.153, -0.302], [-2.410, 0.588, 0.792], [-1.804, -1.621, -0.473], [-0.776, -2.609, -0.361], [0.333, 0.316, 0.205], [1.237, 0.215, -0.881], [0.748, -0.675, 1.062], [0.449, 1.568, 0.781], [-2.267, -1.559, -1.385], [-0.499, -2.804, 0.530]], "mulliken_charge": [-0.57, 1.03, -0.56, -0.25, -0.39, 0.64, -0.20, -0.19, -0.17, 0.31, 0.36]}